# 1
A structure of composition C4H3AlO2 in a non-equilibrium geometry. Source: the Open Molecules 2025 dataset; level of theory: ωB97M-V/def2-TZVPD.

Geometry (Å):
C: -0.88782 -0.87711 0.00309
H: 2.57419 -0.71025 -0.02416
C: 0.50523 -0.62818 0.43816
C: 1.68596 -0.07384 0.10661
H: -1.05898 -1.10136 -1.06326
O: -2.20050 1.16575 -0.07495
Al: 0.20194 1.97344 -0.18298
O: 1.83986 1.20758 -0.27227
H: -1.46017 -1.54369 0.66813
C: -1.19971 0.58767 0.40162

Output
Kohn-Sham gap (alpha / beta) in eV: 4.93 / 5.74
HOMO level (alpha / beta) in eV: -12.87 / -13.79
Molar mass in g mol⁻¹: 110.05
Spin multiplicity: 2
Charge: +1

What are the Löwdin partial charges on each atom? They are as follows, in elementary charge units: -0.0779, 0.1537, 0.0182, -0.2140, 0.1531, 0.0855, 1.1286, -0.1521, 0.1488, -0.2440

***

# 2
A cluster of 2 separate species, H4N2O3Si in total in a non-equilibrium geometry. Source: the Open Molecules 2025 dataset; level of theory: ωB97M-V/def2-TZVPD.

Geometry (Å):
Si: 0.26199 0.29088 0.10174
N: -0.55943 -0.82793 -0.86306
H: -0.23038 -1.78418 -0.88888
O: 0.00708 1.80286 -0.34585
H: 0.65815 2.48974 -0.20447
N: 2.02308 -0.10813 -0.05216
O: 2.78880 0.84118 0.05017
H: -1.55468 -0.76290 -1.00166
O: 2.37717 -1.26197 -0.19441
H: 0.06310 0.06661 2.40509

Output
Kohn-Sham gap (alpha / beta) in eV: 9.10 / 9.10
HOMO level (alpha / beta) in eV: -9.61 / -9.61
ΔE to the lowest compared entry with this formula, charge and spin in eV: 2.0754
Molar mass in g mol⁻¹: 108.13
Spin multiplicity: 1

What are the Löwdin partial charges on each atom? They are as follows, in elementary charge units: 0.4043, -0.0245, 0.0469, -0.1295, 0.0696, -0.4662, 0.0100, 0.0455, 0.0223, 0.0216

***

# 3
A cluster of 10 separate species, C46H91O32P in total in a non-equilibrium geometry. Source: the Open Molecules 2025 dataset; level of theory: ωB97M-V/def2-TZVPD.

Geometry (Å):
H: -2.26517 -5.04090 -4.99191
C: 6.64630 4.55683 4.35801
H: -6.84824 -5.70210 -1.44931
H: 16.18809 1.97657 0.03582
H: -2.00984 -3.18673 -2.70211
C: 1.66770 -7.03867 -3.84704
C: -10.12671 -2.47757 2.44091
C: 8.91866 1.11654 5.45568
H: 6.76077 6.05600 -4.79332
H: 2.67160 7.31696 4.88416
H: 0.78916 -4.94565 -6.23213
H: -9.01935 -4.72617 -1.09687
C: 0.50834 -6.18717 -3.08827
C: 2.93441 -0.57351 -2.35755
C: -9.95001 -3.64842 1.33095
C: 6.50770 7.83303 0.40724
H: 3.89105 3.64314 -0.10852
H: -11.34993 -3.35783 5.55967
H: -3.10877 3.41822 -0.67928
H: -4.14830 3.69665 0.72698
O: 14.07513 0.42139 2.67986
H: 5.45882 7.61085 0.61487
C: -1.57639 8.83719 5.53830
O: 8.09265 1.55640 4.37766
H: -11.80662 -3.82836 3.26793
C: -3.54311 2.95278 0.20802
H: -14.88108 -6.26275 -1.26583
H: 3.11461 0.03753 -3.24497
C: 13.64011 0.74816 1.60338
H: 1.43439 -3.54812 -3.58761
H: 8.69328 1.73828 6.32252
C: -6.74105 -4.62988 -1.06139
H: 9.97491 1.23966 5.20735
O: 7.43641 1.39068 2.31597
C: 3.68056 2.89633 0.65980
O: 4.46553 1.36100 -1.36273
H: 1.12841 -5.44920 -2.45813
H: -0.12570 -6.73935 -2.31555
C: -3.64161 -4.68747 -2.81333
O: 12.37062 0.61248 1.19153
H: 10.50889 -0.03969 1.72019
H: 7.39925 5.25103 4.73795
O: -2.44550 7.88821 5.15674
O: -0.78586 1.28419 1.52694
H: 0.74830 0.66251 0.26710
H: -6.44506 -2.67785 -2.27865
C: 1.84431 -3.88868 -4.60288
O: 14.34315 1.31223 0.60690
H: 16.21931 0.56628 1.10617
H: -10.09671 -6.87802 -1.32865
H: 11.82921 -0.99116 2.40544
C: -6.05407 -3.74582 -2.21562
H: 15.83389 2.19607 1.75685
O: 4.46902 -3.58597 -6.05565
H: -4.21971 -3.78382 -0.80949
C: 3.37709 1.17278 -0.87982
C: -12.59089 -7.45137 -0.74460
H: 2.14282 -1.28781 -2.58613
H: -1.07969 6.53081 4.36943
C: -0.21279 -5.63857 -4.39512
H: 6.79592 1.26170 0.37783
H: -0.37939 10.17686 7.46258
C: -1.69225 1.59737 0.58940
H: -13.09566 -1.76005 5.98750
O: 6.74701 6.93520 -2.94956
H: -10.63239 -0.85363 7.04651
C: -11.45505 -0.28435 6.49035
H: 1.57394 -3.03728 -5.33328
H: 3.14624 3.38253 1.47638
H: 4.60827 2.47726 1.05526
H: -8.29353 -3.04467 -1.21661
H: -9.58605 -8.56446 -1.15455
O: -12.44394 -6.38621 -0.19761
H: -14.96182 -7.07413 0.33524
O: 5.12125 6.43483 5.46083
H: -7.83427 -2.77736 1.13473
H: -4.10645 -4.88468 -3.83249
C: 3.58610 0.73833 -7.99082
H: 4.26950 2.98002 -9.19031
H: -10.09481 -2.01220 5.11497
C: -11.40891 -2.75278 3.36838
H: 4.70503 -0.70166 -6.09543
H: -4.06829 -2.58974 -2.20717
C: 7.50604 0.76027 1.03649
H: -3.68602 -5.68481 -2.23684
O: 2.80220 1.76672 -8.35266
C: -1.42413 -4.61148 -4.33105
H: -1.10748 11.31868 6.28176
O: 6.74091 7.89274 -0.99900
H: -10.64109 -3.46300 0.44793
H: -15.79209 -7.76795 -1.06632
O: -0.48772 9.03520 5.05846
O: 2.49077 0.23861 -1.26976
H: -12.26272 -2.08318 2.97653
H: 7.13753 3.84499 3.69517
H: -0.33116 -0.63877 0.87263
H: 0.84825 0.12672 1.94782
C: -8.19395 -4.04917 -0.67935
C: -12.18908 -1.30527 5.46477
C: 11.49914 0.02040 2.15845
H: -2.76479 6.34266 3.85963
H: -7.87268 -4.60072 1.45692
H: -0.54653 -6.57457 -4.95519
H: 11.44345 0.63838 3.05596
H: 8.70011 0.07725 5.70950
C: -2.05976 -4.32274 -2.89961
H: -10.95638 0.57386 5.91032
O: 4.63445 0.43289 -8.50178
O: -2.51966 2.52299 1.10325
H: 3.88402 8.56589 4.43882
O: 6.09922 5.71883 -1.14418
H: -12.17249 0.17741 7.24815
C: -1.98440 7.07066 4.08229
H: 3.83486 -1.77301 -7.24325
C: 4.96826 6.16817 4.29498
H: -10.17912 -7.69578 0.26920
C: 0.16676 0.30302 1.11510
O: 2.99826 0.10992 -6.96077
C: 15.72172 1.51799 0.90821
H: 8.50527 0.86382 0.60820
C: -11.14847 -2.41840 4.93549
H: 6.18302 4.00272 5.17695
O: 4.07851 6.73674 3.46525
H: 2.59600 3.33056 -9.65040
C: 3.26768 7.74155 4.07397
H: 7.15932 7.09195 0.87484
C: -1.31097 10.57725 7.05724
O: 9.03233 -0.04276 3.06544
C: -8.38657 -3.74781 0.88976
O: -1.75477 1.13026 -0.52088
H: 3.82914 -1.12758 -2.08291
C: 6.52096 5.78638 -3.76445
O: 4.27029 -2.69542 -3.47627
H: 5.47263 5.48353 -3.72162
H: -4.18746 2.11640 -0.07102
H: -1.16622 -3.59864 -4.81375
H: -10.17249 -4.64848 1.85488
O: -2.13074 9.52712 6.54722
C: -10.30068 -7.81682 -0.80937
P: 3.71875 -3.94612 -4.53226
H: 6.74217 8.81172 0.82692
H: -1.56884 -4.82761 -2.01098
O: 5.65727 5.25090 3.59790
H: 5.43410 -3.75714 -5.92906
C: 3.72764 -1.01493 -6.46837
H: 7.17284 4.96440 -3.46142
H: -6.21008 -4.27739 -3.21266
C: -4.45832 -3.62835 -1.92291
O: 2.83953 1.86230 0.14261
H: -9.21590 -2.46638 3.14773
H: 5.19301 -2.97523 -3.24718
O: -13.76377 -8.00799 -1.08578
H: -1.85808 11.06378 7.86506
C: 3.30784 2.53037 -9.44622
O: 4.31351 -5.24467 -3.98856
H: 3.16612 -1.44577 -5.64030
H: -6.04257 -4.69958 -0.15077
H: -1.80774 7.67254 3.18834
H: -12.59053 -0.64744 4.61451
O: 2.19336 -8.01787 -3.30231
H: 2.58900 8.12911 3.31385
O: -11.60950 -8.28685 -1.11873
C: 1.14228 -5.20807 -5.17978
C: 8.26544 0.87325 3.23524
O: 1.86211 -6.47336 -5.14484
H: -10.26006 -1.46239 1.92027
C: 6.48909 6.74381 -1.64601
H: 3.39727 1.91036 -10.34062
H: 7.22438 -0.29232 1.11041
C: -14.90453 -7.22229 -0.74515

Output
Kohn-Sham gap in eV: 10.09
HOMO level in eV: -9.98
SMILES: CCCCCCCCCCCCCC[C@@H]1CC(=O)O[C@@H]1CP(=O)(O)O.COC(=O)OC.COC(=O)OC.COC(=O)OC.COC(=O)OC.COC(=O)OC.COC(=O)OC.COC(=O)OC.COC(=O)OC.COC(=O)OC
Molar mass in g mol⁻¹: 1187.18
Spin multiplicity: 1

Löwdin atomic charge list, values in e, 99 entries: 0.1129, -0.0396, 0.1060, 0.0923, 0.1063, -0.3579, -0.2141, -0.0302, 0.0928, 0.0980, 0.1635, 0.0955, -0.0507, -0.0492, -0.1963, -0.0435, 0.0997, 0.1090, 0.0980, 0.0915, 0.1203, 0.0961, -0.6027, -0.0135, 0.1062, -0.0500, 0.0982, 0.1023, -0.6029, 0.1117, 0.0962, -0.2056, 0.0954, -0.0012, -0.0196, 0.1256, 0.1311, 0.1326, -0.2103, 0.0057, 0.0649, 0.1015, 0.0005, 0.0042, 0.0674, 0.1023, -0.1466, -0.0040, 0.0977, 0.0831, 0.1093, -0.1962, 0.0973, -0.2074, 0.1111, -0.5867, -0.6012, 0.0846, 0.0974, -0.2291, 0.0838, 0.0985, -0.6004, 0.1004, -0.0009, 0.0675, -0.1451, 0.1085, 0.0978, 0.0887, 0.1008, 0.0953, 0.1160, 0.0983, 0.1243, 0.1092, 0.0998, -0.6005, 0.0982, 0.0968, -0.2143, 0.1099, 0.1017, -0.0244, 0.1145, -0.0019, -0.1459, 0.0980, 0.0001, 0.1126, 0.0936, 0.1147, -0.0118, 0.1017, 0.0761, 0.0997, 0.0998, -0.2131, -0.2616